C30H32N3O5S | ωB97M-V/def2-TZVPD

The calculation puts the HOMO-LUMO gap at 0.222 Eh. Its total charge is -1.

XYZ file:
```
71
Properties=species:S:1:pos:R:3:forces:R:3
C -5.18894 1.34710 -2.27473 0.13 0.01 -0.04
N -3.84458 1.38368 -2.86956 -0.42 -0.02 -0.46
C -3.74086 0.93753 -4.17241 0.50 0.38 0.29
S -5.06163 0.32456 -5.01434 0.62 0.17 0.38
N -2.49868 1.10480 -4.75750 -0.56 -0.25 -0.38
C -2.40178 0.69438 -6.16716 -0.01 0.09 0.16
C -1.35935 1.65092 -4.12800 1.73 -0.54 -0.61
O -0.31271 1.78602 -4.76095 -1.44 0.01 0.52
C -1.47778 2.02578 -2.70997 0.16 -0.13 -0.07
C -0.34568 2.26806 -1.98638 -0.74 2.03 -1.24
C -0.37872 2.95813 -0.69521 0.41 0.36 1.59
C -0.94358 2.26025 0.36728 -0.09 0.07 -0.21
C -1.10353 2.79646 1.62524 0.77 1.04 -0.33
C -0.62489 4.11386 1.88942 0.04 -0.80 -1.39
N -0.73974 4.63147 3.14637 -0.58 0.81 1.38
C -1.11167 3.77031 4.27312 0.56 0.28 -0.38
C -2.17256 2.75290 3.88902 -0.02 0.20 0.02
C -1.74711 1.95271 2.66960 -0.10 -0.48 0.27
C -0.05508 5.86757 3.51884 -0.02 -0.81 -0.09
C -0.08590 6.88009 2.38777 -0.25 -0.05 0.16
C 0.42965 6.27465 1.08548 0.45 0.30 -0.21
C -0.04024 4.87206 0.82994 -0.42 -1.17 0.40
C 0.10755 4.27068 -0.42079 -0.34 -1.05 -0.55
C -2.85121 2.13856 -2.20227 -0.83 1.31 2.43
O -3.19784 2.82328 -1.21878 0.65 -1.38 -2.10
H -5.11103 1.70602 -1.25183 0.01 -0.06 -0.13
H -5.86320 1.98157 -2.86186 0.10 -0.09 0.22
H -5.56583 0.32217 -2.32576 0.10 0.23 0.10
H -1.38533 0.87513 -6.50697 -0.09 -0.02 0.11
H -2.67980 -0.36159 -6.25226 0.19 0.23 0.00
H -3.13054 1.27224 -6.74606 0.25 -0.11 0.01
H 0.61356 2.23824 -2.51061 -0.40 -0.39 -0.01
H -1.23687 1.23140 0.19089 -0.10 0.07 0.07
H -0.20703 3.24409 4.63559 -0.19 0.02 0.05
H -1.45012 4.44104 5.07681 0.00 -0.29 -0.13
H -2.34706 2.09316 4.73735 -0.09 -0.04 0.08
H -3.10958 3.27169 3.67069 0.02 0.07 0.04
H -2.61742 1.46445 2.22021 0.06 -0.01 0.10
H -1.06476 1.13392 2.93994 -0.09 0.18 0.07
H -0.55376 6.23495 4.42822 0.20 0.11 -0.28
H 0.99494 5.63978 3.78588 -0.09 0.12 0.00
H -1.10833 7.24365 2.25626 -0.03 -0.10 0.00
H 0.51811 7.73718 2.68757 0.04 0.08 -0.11
H 0.11991 6.90053 0.24501 0.03 0.08 0.03
H 1.52814 6.30455 1.08784 -0.09 -0.05 0.03
H 0.58440 4.82040 -1.23210 -0.09 0.09 0.14
C 2.38553 -2.13875 -5.47263 -0.03 0.01 -0.11
C 1.62957 -1.20279 -4.56180 -0.16 -0.07 0.67
O 1.67873 -1.73107 -3.22154 0.23 0.16 -0.94
C 0.83547 -1.09153 -2.32738 0.60 -0.64 1.30
C 1.20828 -1.49223 -0.99623 0.64 -1.17 0.13
C 0.46689 -1.40722 0.20928 0.50 0.10 -1.60
C 0.86427 -2.28385 1.39081 -0.06 -0.32 0.86
C 1.54196 -3.51143 1.28751 -0.11 0.37 0.10
C 1.79295 -4.30811 2.41507 -0.16 0.23 0.12
C 1.35345 -3.90300 3.68526 -0.06 0.37 -0.58
C 0.67077 -2.67838 3.80384 0.32 -0.53 -0.10
C 0.43297 -1.89458 2.67398 0.01 0.03 0.12
O -0.51663 -0.67300 0.33451 -0.82 0.24 0.81
O -0.02964 -0.35202 -2.74295 -0.56 0.27 -0.06
H 2.39538 -1.72953 -6.48663 0.02 -0.01 0.03
H 3.41791 -2.27072 -5.14705 -0.01 -0.03 0.04
H 1.89606 -3.11298 -5.51054 0.06 -0.03 0.05
H 2.08820 -0.20173 -4.54194 -0.28 -0.16 -0.17
H 0.57738 -1.12232 -4.86011 0.28 0.20 -0.06
H 2.05710 -2.18903 -1.02628 -0.35 0.40 0.16
H 1.85378 -3.82050 0.29176 0.01 -0.13 0.27
H 2.33020 -5.25517 2.30525 -0.21 0.31 -0.01
H 1.53851 -4.52897 4.56074 -0.05 0.20 -0.25
H 0.32931 -2.36204 4.79500 0.07 0.01 -0.41
H -0.11195 -0.95496 2.79718 0.17 -0.31 -0.28
```
Forces are in eV/Å.

=====

C30H32N4O3S4Y | ωB97M-V/def2-TZVPD

The calculation puts the HOMO-LUMO gap at 0.306 Eh. Its total charge is +1. The value obtained for the energy above the lowest of the compared OMol25 structures with the same formula, charge and spin is 7.5 kcal per mole.

XYZ file:
```
74
Properties=species:S:1:pos:R:3:forces:R:3
Y -0.31484 0.69372 -0.66838 2.41 -0.62 -0.01
C 2.25082 -1.17129 3.01604 -0.05 0.09 -0.15
C 1.82341 0.01571 3.87900 -0.12 0.07 -0.04
S 0.22003 0.66293 3.32849 -0.05 -0.03 -0.06
C 0.41892 2.45945 3.41049 0.05 -0.14 -0.10
C 1.56363 3.08498 2.62274 -0.05 -0.01 -0.06
S 1.64044 2.78371 0.82088 -0.02 -0.07 0.11
C 3.37305 2.26752 0.71351 -0.09 0.05 -0.06
C 3.74983 1.91766 -0.71845 -0.10 -0.07 0.03
S 2.84017 0.54454 -1.49289 -0.06 0.04 -0.09
C 3.74975 -0.91247 -0.89116 -0.07 0.09 0.03
C 3.70467 -1.18455 0.60860 -0.11 0.09 0.01
S 2.04565 -0.82799 1.23455 -0.04 -0.06 0.09
H 1.68018 -2.06375 3.26517 -0.04 -0.01 0.00
H 3.30720 -1.38638 3.17081 0.01 -0.09 0.08
H 2.56401 0.81324 3.82838 0.01 -0.03 -0.04
H 1.73444 -0.30280 4.91647 0.12 -0.01 0.04
H 0.53242 2.74681 4.45602 0.00 0.09 0.00
H -0.54331 2.83953 3.06687 -0.01 0.00 -0.01
H 2.52677 2.76517 3.01895 0.01 0.00 0.01
H 1.50885 4.16614 2.74758 0.01 0.00 0.06
H 3.50489 1.41941 1.38105 0.08 -0.02 0.01
H 3.99966 3.09347 1.05220 0.05 -0.01 -0.03
H 4.81047 1.67478 -0.78869 0.02 0.01 0.01
H 3.57462 2.76923 -1.37530 0.06 0.03 -0.01
H 4.77945 -0.80669 -1.22980 0.03 -0.05 -0.01
H 3.30740 -1.74276 -1.43963 0.03 -0.03 0.00
H 4.42131 -0.55978 1.14283 0.05 0.00 -0.03
H 3.95418 -2.22865 0.79269 0.07 -0.02 -0.03
O -3.32417 1.71597 -3.52417 -0.03 0.00 0.02
C -2.42474 1.67891 -2.69855 -0.08 -0.16 0.09
N -2.10260 0.66049 -1.87321 -0.82 0.07 -0.77
C -2.76272 -0.59807 -2.15446 0.09 0.19 -0.06
C -1.73577 -1.66056 -2.46290 0.03 0.07 0.04
C -2.12420 -2.91116 -2.92984 0.00 -0.11 -0.09
C -1.15974 -3.83453 -3.27505 0.00 -0.01 0.00
C 0.18275 -3.48468 -3.15674 0.00 -0.06 -0.03
C 0.48514 -2.23852 -2.66018 -0.04 0.08 0.02
N -0.44490 -1.34148 -2.29477 0.02 -0.01 0.16
C -1.49493 2.86738 -2.59515 0.03 -0.02 -0.05
C -1.93201 4.09226 -3.06394 -0.03 0.05 -0.06
C -1.05740 5.16183 -3.05861 0.01 0.03 -0.03
C 0.24306 4.95412 -2.62223 -0.01 0.08 -0.03
C 0.59685 3.70086 -2.17180 0.03 -0.13 -0.04
N -0.24915 2.66280 -2.12828 -0.30 0.31 -0.14
H -3.39620 -0.92479 -1.32398 0.01 -0.05 0.06
H -3.41622 -0.47324 -3.01949 -0.08 -0.08 -0.05
H -3.17842 -3.13454 -3.03999 0.04 0.01 0.01
H -1.44226 -4.81019 -3.65027 0.01 0.03 0.00
H 0.97261 -4.16437 -3.44722 -0.03 0.03 0.01
H 1.51616 -1.92326 -2.55481 -0.01 -0.01 0.02
H -2.94386 4.16229 -3.43789 0.03 0.01 0.02
H -1.37419 6.13638 -3.40836 0.01 -0.03 0.02
H 0.97473 5.75020 -2.62589 -0.01 -0.02 0.00
H 1.60558 3.51670 -1.83484 0.00 0.00 0.04
O -3.19877 2.19143 1.83665 0.01 0.04 0.02
C -2.35662 1.49880 1.31715 0.04 0.12 0.11
O -1.28598 1.91421 0.70528 -0.71 0.31 0.74
C -2.48619 -0.02183 1.42430 0.04 -0.02 -0.06
C -3.55946 -0.52262 2.17807 -0.06 0.01 0.01
C -3.68241 -1.86814 2.32960 -0.04 -0.06 0.03
C -2.72200 -2.72439 1.74868 0.01 0.01 -0.04
C -2.79011 -4.13166 1.88690 -0.02 -0.01 0.04
C -1.83996 -4.93088 1.32466 0.02 -0.04 -0.02
C -0.77261 -4.35110 0.60507 -0.01 -0.03 0.01
C -0.68601 -2.99777 0.45139 -0.03 0.06 0.04
C -1.66598 -2.14434 1.00933 -0.04 0.02 -0.04
N -1.57700 -0.78239 0.83441 -0.36 -0.08 0.30
H -4.24857 0.18893 2.60741 0.00 0.00 0.00
H -4.50006 -2.29571 2.89898 0.02 0.01 -0.02
H -3.61005 -4.55761 2.45307 0.02 0.01 -0.02
H -1.89418 -6.00656 1.43296 0.00 0.03 0.00
H -0.01169 -4.98973 0.17353 -0.01 0.02 0.00
H 0.14609 -2.56038 -0.07385 0.05 0.00 -0.04
```
Forces are in eV/Å.

=====

C30H32N4O6 | ωB97M-V/def2-TZVPD

The calculation puts the HOMO-LUMO gap at 0.284 Eh. The SMILES is COc1ccc(N2CCN(C(=O)c3ccc4c(=O)n(CCc5ccc(OC)c(OC)c5)c(=O)[nH]c4c3)CC2)cc1. Its total charge is 0. The value obtained for the energy above the lowest of the compared OMol25 structures with the same formula, charge and spin is 4.4 kcal per mole.

XYZ file:
```
72
Properties=species:S:1:pos:R:3:forces:R:3
C -5.48076 -4.02814 1.84621 -0.12 -0.05 0.16
O -4.66093 -3.66240 0.76522 0.17 0.12 -0.24
C -4.68209 -2.36108 0.34817 0.11 0.04 -0.16
C -5.45288 -1.34916 0.90661 0.04 -0.29 0.13
C -5.38716 -0.06297 0.40406 0.13 0.08 -0.07
C -4.54081 0.27194 -0.65382 -0.17 -0.25 0.10
N -4.53220 1.57839 -1.14533 -0.05 0.17 -0.18
C -4.54756 2.69036 -0.21143 -0.05 0.18 0.06
C -3.17907 3.41247 -0.20836 -0.05 0.11 0.25
N -2.15453 2.47364 -0.61350 -0.03 0.21 -0.06
C -1.52238 1.75328 0.34140 0.16 0.03 -0.08
O -1.65334 1.98151 1.53076 -0.10 -0.11 0.24
C -0.58512 0.68303 -0.12689 0.35 -0.21 0.11
C -0.81945 -0.63208 0.27842 -0.04 0.08 0.05
C 0.08429 -1.61984 -0.04262 0.18 0.10 -0.14
C 1.24602 -1.30739 -0.74686 -0.31 0.34 0.01
C 2.28397 -2.32373 -0.94581 -0.10 0.16 -0.24
O 2.16092 -3.48916 -0.64176 0.03 -0.10 0.14
N 3.48289 -1.85014 -1.47173 -0.01 -0.33 -0.19
C 4.66362 -2.66789 -1.22296 0.26 -0.26 -0.07
C 4.97999 -2.68492 0.29561 -0.11 0.02 -0.01
C 4.47252 -1.41607 0.92461 -0.02 -0.14 0.35
C 3.33095 -1.41258 1.70288 0.34 -0.06 0.02
C 2.74073 -0.21698 2.09424 -0.05 0.35 0.05
C 3.26481 0.99479 1.68241 -0.03 0.17 0.01
O 2.72239 2.21681 1.94109 0.45 -0.16 -0.24
C 1.58670 2.28408 2.77228 -0.26 -0.04 0.13
C 4.45240 1.00238 0.91392 -0.03 0.14 -0.01
O 4.90194 2.23055 0.53070 -0.37 -0.18 0.27
C 6.03204 2.28819 -0.30899 0.22 -0.01 -0.19
C 5.04710 -0.19615 0.56766 0.07 0.25 0.20
C 3.69549 -0.57309 -1.94910 -0.28 0.32 -0.29
O 4.73238 -0.21695 -2.46463 0.30 0.08 -0.10
N 2.63524 0.29026 -1.83541 0.12 0.31 -0.12
C 1.48093 0.01162 -1.14616 -0.36 -0.52 0.24
C 0.55584 1.00625 -0.84286 -0.10 -0.08 0.06
C -2.26908 2.08684 -2.00107 -0.04 -0.15 -0.31
C -3.77429 1.89859 -2.32787 0.06 -0.03 -0.01
C -3.78904 -0.76043 -1.22133 -0.07 0.10 -0.02
C -3.86118 -2.04741 -0.73173 -0.20 -0.21 0.24
H -5.30088 -5.09006 2.00691 -0.05 0.08 0.03
H -6.54096 -3.87235 1.61944 0.04 0.01 0.02
H -5.21969 -3.47649 2.75569 -0.02 -0.01 -0.03
H -6.12073 -1.54662 1.73029 -0.05 -0.05 0.07
H -6.02684 0.68793 0.84158 -0.05 0.07 0.01
H -4.74964 2.31466 0.78975 -0.01 0.05 -0.07
H -5.34012 3.39485 -0.49163 0.05 0.01 0.14
H -3.16742 4.25251 -0.90761 0.00 -0.02 0.03
H -2.93784 3.77090 0.79228 -0.06 0.06 -0.15
H -1.70845 -0.85859 0.84533 -0.08 -0.02 0.07
H -0.06887 -2.64358 0.26109 -0.01 -0.11 0.04
H 4.47076 -3.67943 -1.58183 0.07 0.12 -0.01
H 5.47773 -2.22078 -1.79278 -0.14 -0.11 0.06
H 6.05709 -2.79289 0.42714 0.02 -0.06 0.01
H 4.48224 -3.53807 0.75577 0.08 0.00 0.02
H 2.87444 -2.34538 1.99723 -0.06 -0.14 -0.02
H 1.84142 -0.24724 2.68771 -0.12 0.06 0.06
H 0.71571 1.79849 2.32224 0.05 0.00 0.03
H 1.37728 3.34562 2.89267 -0.04 -0.07 0.02
H 1.78285 1.84245 3.75411 0.02 0.00 -0.01
H 6.92804 1.91753 0.19957 -0.03 0.00 -0.01
H 5.87831 1.72122 -1.23289 0.01 0.01 0.06
H 6.16607 3.34264 -0.54549 0.04 -0.07 0.01
H 5.94781 -0.20409 -0.02458 0.07 0.07 -0.13
H 2.81980 1.24321 -2.12005 0.11 -0.21 0.03
H 0.75016 2.02838 -1.13315 0.02 0.15 -0.04
H -1.83986 2.87086 -2.63692 0.00 -0.11 -0.03
H -1.71204 1.16422 -2.16318 -0.07 0.13 -0.04
H -3.91516 1.12374 -3.08090 0.01 0.09 -0.05
H -4.18560 2.83136 -2.72690 0.04 -0.08 -0.06
H -3.12861 -0.57870 -2.05372 0.08 0.07 -0.08
H -3.26830 -2.83275 -1.17320 0.09 -0.11 -0.06
```
Forces are in eV/Å.